1.
Molecular formula: C24H27NOPtSi
Method: DFT, wB97M-V/def2-TZVPD

Each line ends with the Mulliken charge.
Atoms and positions in Å:
C: 0.62115 -3.89216 1.08247  -0.5663
C: 1.38665 -3.30070 0.04063  -0.7096
C: 2.19718 -2.27798 0.60828  -0.2336
H: 1.35966 -3.59205 -1.00559  0.7527
C: 1.95158 -2.25612 2.00816  -0.7125
C: 0.99491 -3.26496 2.30079  -0.4778
H: 0.63232 -3.53515 3.29001  0.5536
H: -0.10427 -4.69574 0.96668  0.4726
H: 2.89173 -1.64073 0.06436  0.4624
H: 2.43701 -1.60814 2.73647  0.4589
Pt: -1.49754 0.90786 1.03274  -0.2982
C: 0.60038 -1.73222 -2.65972  -1.0544
H: -0.03368 -0.89609 -2.21010  0.1948
H: 0.51443 -1.48962 -3.69565  0.3849
H: 1.57765 -1.58665 -2.20625  0.1623
Si: -0.54941 1.96049 -0.41578  0.2446
C: -0.80702 2.38938 -2.23544  0.4783
C: 0.06551 2.27167 -3.33709  -0.2325
H: 1.01580 1.73817 -3.28125  0.5111
C: -0.29355 2.86801 -4.55099  -0.4472
H: 0.37239 2.80042 -5.40630  0.3682
C: -1.53088 3.49469 -4.69983  -0.4339
H: -1.80317 3.97388 -5.63701  0.3582
C: -2.42718 3.51823 -3.63063  -0.5376
H: -3.40608 3.98341 -3.73209  0.3597
C: -2.10270 2.88234 -2.43214  -0.7207
H: -2.85304 2.80304 -1.65252  0.3068
C: 1.28568 2.12674 -0.18567  0.7612
C: 1.97343 3.14743 -0.87320  -0.3987
H: 1.49654 3.65425 -1.72359  0.3557
C: 3.26828 3.49292 -0.47085  -0.6317
H: 3.76077 4.35511 -0.93469  0.3546
C: 3.89194 2.77797 0.57301  -0.5074
H: 4.87388 3.09372 0.94286  0.3522
C: 3.25679 1.65116 1.13849  -0.6047
H: 3.75547 1.05955 1.91636  0.3622
C: 1.95832 1.31047 0.74011  0.0489
H: 1.45599 0.40709 1.13274  0.0857
H: -1.70925 2.64418 0.74411  -0.2487
H: 0.18067 -2.61235 -2.30857  0.3522
O: -0.62435 0.57564 2.84890  -0.3948
C: -1.11468 -0.53991 3.67675  -0.4591
C: -1.88403 -1.47593 2.81915  0.4625
C: -2.21633 -2.74524 3.27713  -0.5151
C: -2.90645 -3.63366 2.47950  -0.5112
C: -3.16561 -3.18667 1.18880  -0.5123
C: -2.72819 -1.94452 0.75713  -0.2475
N: -2.20193 -1.02431 1.59244  -0.3543
H: -0.28104 1.28285 3.42638  0.2248
H: -0.21254 -1.00902 4.09526  0.2934
H: -1.74130 -0.12917 4.47836  0.3586
H: -1.87053 -3.01955 4.27208  0.4394
H: -3.19859 -4.61933 2.82090  0.4286
H: -3.71318 -3.81100 0.50723  0.3913
H: -2.79961 -1.65171 -0.27333  0.4693

Results
Kohn-Sham gap (alpha / beta): 4.69 / 5.04 eV
ΔE to the lowest compared entry with this formula, charge and spin: 110.0 kJ/mol
Electronic energy: -1469.31112 a.u.
Molar mass: 568.7 g mol⁻¹
Net charge: 0
HOMO level (alpha / beta): -4.689 / -6.936 eV
2S+1: 3



2.
Molecular formula: C30H78N6O12Sr2
Method: DFT, wB97M-V/def2-TZVPD

Each line ends with the Mulliken charge.
Atoms and positions in Å:
Sr: 41.03194 -3.15488 28.31898  0.3262
Sr: 36.64743 -1.23051 26.94366  1.6495
C: 38.84211 -3.22461 26.33573  0.7730
O: 38.23662 -2.63499 25.43189  -1.2163
O: 39.75304 -4.04310 26.18546  0.0880
O: 38.64054 -2.77246 27.44333  -0.5714
C: 43.28564 -2.74165 30.97997  -1.0048
O: 42.56552 -2.10030 29.95459  0.2791
C: 42.29658 -0.72165 30.26178  -1.1735
C: 41.88439 0.05595 28.89742  -0.9500
N: 40.68701 -0.50964 28.21906  0.6584
C: 40.61700 0.01439 26.82103  1.3739
C: 40.60878 1.53614 26.77348  -0.7930
O: 41.87060 2.08577 26.69340  -0.3598
C: 41.81282 3.50409 26.69866  -0.8359
H: 44.23617 -2.20872 31.00409  0.3358
H: 43.51139 -3.79846 30.83751  0.1815
H: 42.74436 -2.67959 31.92404  0.3372
H: 43.20811 -0.26038 30.64183  0.5930
H: 41.54722 -0.61964 31.04674  0.3200
H: 42.77544 0.02982 28.27016  0.3681
H: 41.81711 1.11384 29.15129  0.5170
H: 39.87568 -0.17254 28.71726  0.2087
H: 39.73224 -0.35243 26.30069  -1.1018
H: 41.49044 -0.38166 26.30301  -0.4235
H: 40.06992 1.97264 27.61443  0.3926
H: 40.06524 1.79205 25.86398  0.6028
H: 42.82015 3.91821 26.65508  0.3171
H: 41.48776 3.78527 27.70035  0.3763
H: 41.11517 4.05104 26.06445  0.2460
C: 38.97159 -1.90586 31.44093  -1.0374
O: 39.50191 -2.91818 30.55703  0.1173
C: 38.73661 -4.17147 30.65767  -1.0800
C: 39.06528 -5.26281 29.60933  -0.1679
N: 40.50254 -5.41568 29.45473  -0.3866
C: 40.84166 -6.35935 28.40349  -0.2212
C: 42.33631 -6.48810 28.29861  -1.4128
O: 42.95293 -5.19414 28.24778  0.9871
C: 44.39317 -5.25666 28.42417  -1.3987
H: 39.50988 -0.97124 31.28332  0.3035
H: 39.06148 -2.24114 32.47418  0.3113
H: 37.90644 -1.74964 31.27018  0.3449
H: 37.69041 -3.88808 30.54258  0.5023
H: 38.88731 -4.47005 31.69509  0.5203
H: 38.66248 -5.03465 28.62251  -0.2460
H: 38.62104 -6.22417 29.86730  0.6746
H: 40.93396 -5.86898 30.24751  0.2117
H: 40.51609 -6.04327 27.41243  -0.0336
H: 40.25914 -7.24555 28.65529  0.6463
H: 42.54908 -7.02670 27.37517  0.1961
H: 42.71814 -6.96396 29.20187  0.8019
H: 44.80073 -5.84755 27.60389  0.2262
H: 44.73930 -5.76335 29.32503  0.4339
H: 44.87190 -4.27782 28.39597  0.4157
C: 40.30502 -2.60616 22.59277  -0.0730
O: 39.65741 -1.62176 23.40528  -0.4495
H: 40.75150 -2.12122 21.72467  0.2671
H: 41.06212 -3.09817 23.20336  -0.2319
H: 39.60179 -3.35774 22.23403  0.2166
H: 39.25957 -2.04725 24.16835  -0.0358
C: 43.75711 -1.72723 24.72488  -1.7740
C: 42.92781 -2.68374 25.54483  1.3279
C: 43.19767 -4.15238 25.19786  -0.1941
O: 44.56354 -4.47557 25.46301  -0.4366
C: 44.99923 -5.65693 24.91968  -0.8230
N: 43.25731 -2.44571 26.91511  -0.4570
H: 44.80865 -1.98540 24.85030  0.3975
H: 43.56557 -0.69168 25.00604  0.3787
H: 43.49821 -1.79802 23.66844  0.4022
H: 41.86666 -2.46488 25.42574  -0.8096
H: 42.86704 -4.28275 24.16743  0.9942
H: 42.53050 -4.69299 25.86923  -0.3481
H: 44.58229 -6.49915 25.47188  0.2518
H: 46.07787 -5.75286 25.04397  0.2689
H: 44.81725 -5.68883 23.84546  0.3428
H: 44.12624 -2.93202 27.08411  0.2152
H: 43.50822 -1.47653 27.04861  0.1502
C: 37.82689 -10.48573 25.30436  -1.3372
C: 39.09373 -10.20969 26.12863  0.3184
C: 39.66870 -8.86324 25.98509  0.3205
O: 40.37467 -8.61209 24.74464  -0.4257
C: 41.05533 -7.38652 24.74497  -0.3284
N: 38.65764 -10.49114 27.51123  -0.7826
H: 38.03761 -10.14805 24.28964  0.2940
H: 37.00707 -9.85854 25.65456  0.3059
H: 37.49786 -11.51449 25.15776  0.4255
H: 39.81262 -10.99073 25.88112  0.3357
H: 40.39148 -8.66745 26.77714  -0.0527
H: 38.90501 -8.09719 26.11942  -0.2060
H: 41.51714 -7.16822 23.78208  0.3406
H: 41.87736 -7.53812 25.44453  0.3517
H: 40.56999 -6.49355 25.13888  -0.0514
H: 37.85712 -9.93720 27.78034  0.2608
H: 38.24998 -11.41492 27.48765  0.3065
C: 36.92426 -0.10524 23.38982  -1.2710
C: 37.43496 0.93482 24.41075  1.6359
C: 37.47068 2.26740 23.70938  -1.1725
O: 37.80637 3.29025 24.63895  -0.3430
C: 38.18006 4.56854 24.03406  -0.8782
N: 36.65606 0.93517 25.63931  -0.4872
H: 36.86011 -1.11002 23.80744  0.0661
H: 37.75232 -0.24702 22.69533  0.3655
H: 36.03963 0.22970 22.84820  0.4883
H: 38.43765 0.69614 24.76533  -0.8392
H: 36.51314 2.52717 23.25800  0.4942
H: 38.16687 2.33546 22.87344  0.5476
H: 38.10385 5.45710 24.66077  0.2791
H: 37.65422 4.81673 23.11211  0.3571
H: 39.20016 4.47607 23.66132  0.3470
H: 35.78189 1.39279 25.42365  0.2099
H: 37.04774 1.66447 26.21794  0.2548
C: 37.72599 -6.20824 23.95157  -0.7836
C: 36.30936 -5.66614 24.07514  0.2235
C: 35.87972 -5.84599 25.53358  -0.0359
O: 34.51500 -5.49580 25.82784  -0.3633
C: 33.47697 -6.23609 25.26417  -0.7573
N: 36.40510 -4.24708 23.70362  -0.6424
H: 38.15922 -5.92412 22.99257  0.4685
H: 37.80638 -7.29463 23.98876  0.2806
H: 38.41450 -5.78807 24.68472  -0.2490
H: 35.54209 -6.19602 23.51067  0.4633
H: 36.50471 -5.27044 26.21639  -0.3687
H: 35.92835 -6.86968 25.90479  0.3740
H: 32.60298 -5.67484 25.59472  0.2393
H: 33.46645 -7.28960 25.54365  0.2755
H: 33.56663 -6.11150 24.18503  0.3504
H: 37.08293 -3.90303 24.36865  0.2881
H: 36.76344 -4.11127 22.76915  0.3033

Results
Kohn-Sham gap: 6.20 eV
ΔE to the lowest compared entry with this formula, charge and spin: 187.0 kJ/mol
Electronic energy: -2482.22558 a.u.
Molar mass: 890.2 g mol⁻¹
Net charge: +2
HOMO level: -12.419 eV



3.
Molecular formula: C5H12NP
Method: DFT, wB97M-V/def2-TZVPD

Each line ends with the Mulliken charge.
Atoms and positions in Å:
C: 1.01220 -0.31068 -0.40430  -0.2583
C: -0.23186 -0.50524 -0.83170  1.0131
C: 1.90342 0.82509 -0.53974  -1.1732
C: -1.02420 -1.75511 -0.63711  -1.6311
C: -1.15597 0.54900 -1.32350  -1.5854
N: -0.00035 0.68875 2.85895  -0.3439
P: -0.36694 -0.91436 2.60028  -0.0693
H: 1.58900 -1.14849 -0.04998  0.4235
H: 1.24776 1.63815 -0.83186  0.2763
H: 2.69038 0.58889 -1.30738  0.2622
H: 2.40835 1.24876 0.35662  0.2729
H: -1.85808 -1.30753 -0.04057  0.3805
H: -0.48842 -2.50785 -0.18524  0.3582
H: -1.56999 -2.05771 -1.48788  0.4484
H: -0.70163 1.40108 -1.70392  0.4815
H: -1.81072 0.83234 -0.47967  0.3021
H: -1.84593 0.19358 -2.05266  0.3636
H: 0.85025 1.09146 3.23387  0.2415
H: -0.64726 1.44987 2.82579  0.2373

Results
Kohn-Sham gap (alpha / beta): 6.89 / 6.89 eV
ΔE to the lowest compared entry with this formula, charge and spin: 232.8 kJ/mol
Electronic energy: -593.70802 a.u.
Molar mass: 117.1 g mol⁻¹
Net charge: 0
HOMO level (alpha / beta): -7.036 / -7.045 eV